Entry 1:
This record from the OMol25 dataset describes a 12-piece molecular cluster, C5H37N3O11 overall at a distorted geometry. The level of theory is wB97M-V/def2-TZVPD.

Last column: natural (NBO) charge in e.
Geometry (Å):
O -3.7625 1.6897 -0.9496  -0.9407
O -0.4737 -4.4297 -0.6836  -0.9352
O 3.1952 -2.2415 1.6074  -0.9533
O 2.5825 -4.4025 0.0887  -0.8996
O -2.5604 2.2834 1.9733  -0.9670
O -2.2486 4.4158 0.4097  -0.9802
O 3.9616 -2.0547 -0.9303  -0.9415
O -0.1869 1.1668 4.1727  -0.9983
O 2.9604 1.4077 3.3565  -0.9450
O -2.2266 -1.2900 -0.1355  -0.9166
O -3.3159 -0.4864 -2.8815  -0.9606
N -0.7454 0.2794 -3.7989  -0.8690
N -0.2140 2.4687 -1.0451  -0.8689
N 1.2432 0.1019 1.1710  -0.7275
C 0.9434 1.5840 -0.9327  -0.0741
C 0.0187 -0.8030 1.5051  -0.4608
C 0.9362 0.3254 -1.9269  -0.4636
C 0.7288 1.3484 0.6309  -0.2244
C -0.4583 -0.1652 -2.4868  -0.2419
H -3.5561 0.7272 -1.0286  0.4778
H 1.4407 2.1279 1.0931  0.1821
H 0.6589 0.8213 3.6545  0.5073
H 1.8098 0.2455 -2.6613  0.2303
H 4.6552 -1.9551 -0.3769  0.4669
H -0.7987 -0.7372 0.7112  0.2102
H -1.0777 -5.1967 -0.4177  0.4805
H 0.3932 -1.8221 1.7661  0.2119
H -1.5010 4.1545 -0.1911  0.4670
H 1.7054 -4.1177 0.0991  0.4821
H -3.2022 2.5042 2.6255  0.4906
H 0.0862 -4.9023 -1.2402  0.4580
H 0.0568 3.3341 -1.4457  0.3636
H -0.3104 -1.2911 -2.5006  0.1857
H -3.1608 2.0773 -0.4505  0.4647
H -1.8445 -1.7158 -0.9735  0.4841
H -2.4011 3.6538 0.9620  0.4817
H 2.9351 -1.5466 2.1746  0.4681
H -1.7102 2.0319 2.4141  0.5079
H 3.1045 2.2793 2.9844  0.4628
H -1.9742 -0.2463 -0.2240  0.4624
H 2.4977 1.0335 2.6355  0.4769
H -0.8330 2.0187 -1.8448  0.3638
H 1.7019 -0.5724 0.4554  0.3729
H -0.3478 1.5721 1.0335  0.2088
H -1.2000 1.1405 -3.8780  0.3743
H 2.7544 -4.3975 -0.8959  0.4380
H 3.4049 -1.7571 0.7703  0.4618
H 3.6256 -2.9817 -0.7731  0.4829
H -0.5114 -0.4195 2.3450  0.1984
H 1.5165 -0.2853 -1.1118  0.2062
H -1.2898 0.1190 -1.8023  0.2039
H -0.0520 0.0616 -4.5893  0.3784
H -2.8796 -1.2414 -3.4172  0.4951
H -3.9882 -0.0861 -3.2509  0.4720
H -0.0759 1.1795 5.1286  0.4885
H 1.9687 2.0343 -1.0274  0.2003

Results
- Highest occupied orbital energy: -8.843 eV
- Energy relative to the best compared isomer or geometry (same formula, charge and spin): 741.7 kJ/mol
- LUMO energy: -0.115 eV
- SMILES: CNC[C@H](N)CCN.O.O.O.O.O.O.O.O.O.O.O
- Net charge: 0
- Frontier orbital gap: 8.7 eV

Entry 2:
This record from the OMol25 dataset describes a 14-piece molecular cluster, C5H37NO14S overall at a distorted geometry. The level of theory is wB97M-V/def2-TZVPD.

Last column: natural (NBO) charge in e.
Geometry (Å):
S 0.4282 3.1142 -0.7716  -0.0331
O 0.7760 -4.3365 -0.5072  -0.9881
O -2.0771 -3.0700 2.1063  -0.9825
O -1.2547 3.2149 2.1939  -0.9848
O 4.1988 -0.9090 -0.9009  -0.9787
O -2.6799 0.4666 3.9055  -0.9504
O -1.4013 -2.8709 -0.5493  -0.7552
O -2.9274 1.7395 0.6299  -0.9401
O 1.9770 3.9624 1.6399  -0.9279
O -0.4627 -1.1082 -2.6549  -0.9469
O -2.0132 0.8447 -1.7614  -1.0058
O 2.3900 -2.4579 0.5618  -1.0230
O 2.6475 -1.6959 -3.0219  -0.9911
O -3.2832 -0.7226 1.5518  -0.9927
O 1.5825 0.5405 -3.9731  -0.9672
N -0.1877 -1.1683 0.2643  -0.6157
C -1.2836 -1.6040 -0.3042  0.5648
C 1.7202 1.7798 -0.7833  -0.5452
C 1.5357 0.6337 0.2320  -0.4581
C -0.1164 0.4246 2.0895  -0.6356
C 0.1256 0.2810 0.6168  -0.1036
H -1.1015 0.1401 2.3702  0.1916
H 5.1416 -0.9627 -1.0581  0.4886
H -2.8607 1.4225 4.1528  0.4949
H -1.6863 1.7779 -2.0700  0.4752
H -1.8154 -3.4808 1.2445  0.5077
H 2.8518 2.0942 -0.4812  0.2467
H 0.6671 -1.7228 0.3813  0.4279
H 0.0889 1.4599 2.4837  0.2461
H -1.0353 -0.4949 -2.4154  0.4837
H 1.0246 -4.5083 -1.4284  0.4792
H -0.1988 2.7297 -1.8650  0.0806
H 1.9015 1.4403 -1.8586  0.2652
H 1.3139 3.6615 2.2744  0.4719
H -1.7406 0.4711 3.9519  0.4777
H -0.4985 -1.0921 -3.5837  0.4762
H -3.7103 2.1222 0.5993  0.4784
H 0.0437 -3.6264 -0.6549  0.5039
H -1.1949 4.1176 1.7404  0.4729
H -3.0659 -0.5647 2.4594  0.4989
H 2.0092 -0.3042 -0.2538  0.2505
H 1.1372 -0.0313 -3.3114  0.4725
H -2.3748 1.2183 -0.8782  0.5050
H 2.3613 0.8237 1.0089  0.2243
H 1.8431 -3.1887 0.1136  0.5177
H -1.8294 2.7184 1.6300  0.4916
H 2.3882 0.1305 -4.1316  0.4833
H -0.5027 0.8603 -0.0663  0.2446
H 1.6563 4.9290 1.6257  0.4662
H -2.0583 -0.8952 -0.4568  0.1738
H 1.7903 -1.6905 -2.7231  0.4602
H -3.0075 0.9333 1.0680  0.5143
H 3.8817 -1.5621 -0.2518  0.5181
H 3.2327 -1.3934 -2.2547  0.4985
H 0.5868 -0.1527 2.7926  0.2066
H 2.4967 -2.8049 1.5296  0.4903
H -1.3131 -2.5110 2.4036  0.4664
H -3.6276 -1.5848 1.5407  0.5098

Results
- Highest occupied orbital energy: -9.091 eV
- Energy relative to the best compared isomer or geometry (same formula, charge and spin): 272.4 kJ/mol
- LUMO energy: -0.055 eV
- Net charge: 0
- Frontier orbital gap: 9.0 eV